1.
The following is a DFT calculation (wB97M-V/def2-TZVPD) of a molecular structure, C20H30LiNO18 at a distorted geometry.

Properties
F_max, eV Å⁻¹: 14.01
LUMO level, hartree: -0.0472
Calculated total energy, eV: -59767.199
Molecular weight, g/mol: 579.4

Structure (ORCA input):
```
! RIJCOSX wB97M-V def2-TZVPD def2/J DEFGRID3
* xyz 0 1
Li -0.16 -0.58 2.53
N 0.10 -0.28 0.14
O 0.81 -1.09 0.83
O 0.08 -0.39 -1.10
O -0.79 0.37 0.73
C 1.18 0.17 -4.42
C -0.23 -0.62 -4.45
C -1.38 0.26 -3.79
O -2.20 0.72 -4.87
C -1.87 0.02 -5.93
O -2.57 0.00 -6.97
O -0.81 -0.80 -5.72
H 1.17 1.04 -4.99
H 2.05 -0.58 -4.47
H 1.19 0.52 -3.42
H -0.29 -1.41 -3.91
H -1.14 1.36 -3.26
H -1.94 -0.66 -3.10
C -2.31 -2.93 -0.22
C -3.23 -3.49 0.77
C -3.97 -2.42 1.49
O -5.17 -2.24 0.68
C -5.32 -3.15 -0.03
O -6.26 -3.28 -0.85
O -4.41 -4.08 0.07
H -1.52 -2.43 0.46
H -2.51 -2.09 -0.75
H -1.89 -3.87 -0.60
H -2.51 -4.04 1.35
H -3.46 -1.43 1.64
H -4.27 -2.79 2.41
C -4.42 1.88 1.29
C -3.92 3.23 0.85
C -2.50 3.61 1.26
O -1.77 3.89 0.11
C -2.49 3.37 -0.87
O -2.01 3.25 -2.02
O -3.72 3.07 -0.57
H -4.94 1.89 2.33
H -3.69 1.20 1.28
H -5.09 1.54 0.59
H -4.59 3.95 0.97
H -2.04 2.75 1.69
H -2.37 4.27 2.12
C 2.70 -3.07 -1.46
C 4.10 -2.52 -1.32
C 4.32 -1.04 -2.00
O 4.81 -0.30 -0.82
C 4.77 -1.06 0.18
O 5.17 -0.65 1.29
O 4.44 -2.26 0.02
H 2.36 -3.06 -2.47
H 1.83 -2.47 -1.00
H 2.78 -4.17 -1.06
H 4.86 -3.20 -1.68
H 3.39 -0.60 -2.29
H 5.02 -1.05 -2.70
C 4.16 2.52 5.82
C 3.62 2.84 4.36
C 4.21 1.66 3.38
O 3.14 1.31 2.73
C 1.93 1.69 3.24
O 0.83 1.29 2.85
O 2.23 2.54 4.26
H 5.35 2.66 5.95
H 3.90 1.53 6.40
H 3.79 3.34 6.33
H 3.87 3.64 3.93
H 4.47 0.83 3.90
H 5.15 1.90 2.89
*
```

Results of the Löwdin charge analysis, in e, for atoms 1 through 8: 0.767, -0.569, -0.133, 0.015, -0.085, 0.013, -0.279, -0.076

2.
The following is a DFT calculation (wB97M-V/def2-TZVPD) of a molecular structure, C20H30N10O2PdSSe.

Properties
F_max, eV Å⁻¹: 0.57
LUMO level, hartree: 0.1562
Calculated total energy, eV: -119884.766
Molecular weight, g/mol: 660.0

Structure (ORCA input):
```
! RIJCOSX wB97M-V def2-TZVPD def2/J DEFGRID3
* xyz -2 1
Pd -0.27 0.32 0.08
N -0.99 -1.43 1.10
C -1.23 -0.95 2.44
C -1.67 -2.02 3.46
C -2.29 -1.50 4.75
C -3.44 -0.51 4.53
N -2.92 0.80 4.18
C -3.23 1.44 3.05
N -4.39 1.24 2.39
N -2.37 2.34 2.58
C -0.09 0.02 2.86
O -0.24 0.61 3.98
O 0.85 0.18 2.07
H -1.82 -1.79 0.62
H -0.21 -2.08 0.97
H -2.11 -0.32 2.28
H -0.84 -2.70 3.68
H -2.43 -2.63 2.95
H -1.53 -1.01 5.36
H -2.69 -2.33 5.34
H -4.03 -0.43 5.45
H -4.11 -0.88 3.75
H -1.88 0.83 4.33
H -4.93 0.42 2.62
H -4.45 1.51 1.40
H -1.41 2.27 2.89
H -2.50 2.66 1.61
C -0.08 -0.44 -3.30
N 0.83 -1.06 -2.35
C 0.65 -2.27 -1.83
S 1.74 -2.94 -0.71
N -0.47 -2.92 -2.25
C -0.89 -4.17 -1.67
H 0.27 0.57 -3.45
H -1.10 -0.37 -2.90
H -0.09 -1.00 -4.24
H 1.35 -0.36 -1.80
H -1.26 -2.27 -2.35
H -0.02 -4.79 -1.47
H -1.56 -4.68 -2.36
H -1.42 -4.01 -0.72
N 0.86 1.52 -0.93
C 1.23 2.72 -0.58
C 2.17 3.46 -1.41
C 2.59 4.73 -1.10
C 2.14 5.42 0.04
C 1.25 4.74 0.86
C 0.81 3.46 0.58
H 2.53 2.96 -2.30
H 3.30 5.21 -1.78
H 2.48 6.42 0.27
H 0.88 5.22 1.77
H 0.16 2.93 1.27
Se -4.51 -2.15 -1.15
N -5.40 -0.53 -1.09
C -4.48 0.41 -1.00
C -4.71 1.79 -0.89
C -3.60 2.68 -0.83
C -2.33 2.21 -0.80
N -2.04 0.85 -0.83
C -3.05 -0.04 -0.99
N -2.84 -1.34 -1.11
H -5.73 2.16 -0.92
H -3.75 3.76 -0.81
H -1.45 2.85 -0.77
*
```

Results of the Löwdin charge analysis, in e, for atoms 1 through 8: 0.868, -0.025, -0.303, -0.131, -0.189, -0.177, 0.067, -0.471

3.
The following is a DFT calculation (wB97M-V/def2-TZVPD) of C20H30N2O3 in the gas phase.

Properties
F_max, eV Å⁻¹: 0.52
LUMO level, hartree: 0.0253
Calculated total energy, eV: -30349.265
Molecular weight, g/mol: 346.5
SMILES: COc1cc(OC)cc(C(=O)N2CCC(N3CCCCCC3)CC2)c1

Structure (ORCA input):
```
! RIJCOSX wB97M-V def2-TZVPD def2/J DEFGRID3
* xyz 0 1
C 2.29 5.59 2.92
O 1.90 5.03 1.69
C 1.03 3.98 1.70
C 0.53 3.38 2.84
C -0.36 2.31 2.74
O -0.79 1.81 3.93
C -1.71 0.74 3.92
C -0.74 1.84 1.50
C -0.22 2.44 0.35
C -0.69 1.96 -0.99
O -1.68 2.43 -1.53
N 0.06 1.00 -1.57
C 1.16 0.32 -0.95
C 0.80 -1.15 -0.70
C 0.40 -1.85 -2.01
N 0.07 -3.24 -1.72
C 1.25 -4.07 -1.50
C 1.01 -5.09 -0.36
C -0.43 -5.06 0.15
C -1.43 -5.65 -0.84
C -1.09 -5.36 -2.30
C -0.88 -3.87 -2.61
C -0.76 -1.05 -2.62
C -0.35 0.41 -2.82
C 0.65 3.50 0.44
H 2.83 4.86 3.54
H 1.43 5.97 3.48
H 2.96 6.41 2.68
H 0.79 3.72 3.83
H -1.92 0.52 4.96
H -1.28 -0.15 3.44
H -2.64 1.02 3.41
H -1.43 1.02 1.39
H 1.42 0.81 -0.01
H 2.03 0.36 -1.62
H -0.05 -1.20 -0.02
H 1.64 -1.65 -0.22
H 1.25 -1.79 -2.72
H 1.54 -4.58 -2.42
H 2.09 -3.43 -1.22
H 1.67 -4.85 0.48
H 1.26 -6.10 -0.70
H -0.49 -5.62 1.09
H -0.69 -4.02 0.36
H -1.47 -6.73 -0.72
H -2.43 -5.26 -0.61
H -0.20 -5.92 -2.58
H -1.91 -5.71 -2.93
H -0.57 -3.79 -3.66
H -1.84 -3.36 -2.49
H -1.62 -1.09 -1.95
H -1.05 -1.46 -3.59
H -1.19 0.99 -3.20
H 0.48 0.47 -3.54
H 1.05 3.98 -0.44
*
```

Results of the Löwdin charge analysis, in e, for atoms 1 through 8: -0.087, -0.076, -0.260, 0.059, -0.258, -0.078, -0.086, 0.025

4.
The following is a DFT calculation (wB97M-V/def2-TZVPD) of C20H30N2O4S in the gas phase at a distorted geometry.

Properties
F_max, eV Å⁻¹: 1.08
LUMO level, hartree: 0.0189
Calculated total energy, eV: -43233.228
Molecular weight, g/mol: 394.5
SMILES: COc1ccc(S(=O)(=O)N2CCC(C(=O)N[C@H]3CCCC[C@H]3C)CC2)cc1

Structure (ORCA input):
```
! RIJCOSX wB97M-V def2-TZVPD def2/J DEFGRID3
* xyz 0 1
C -0.21 4.63 -0.47
O -0.61 3.74 0.55
C -1.46 2.73 0.24
C -1.82 1.90 1.30
C -2.67 0.83 1.09
C -3.16 0.58 -0.18
S -4.23 -0.83 -0.46
O -5.06 -0.54 -1.59
O -4.84 -1.19 0.79
N -3.27 -2.11 -0.90
C -2.67 -2.09 -2.21
C -1.25 -1.52 -2.19
C -0.39 -2.24 -1.15
C 1.02 -1.66 -1.25
O 1.72 -1.90 -2.22
N 1.41 -0.86 -0.24
C 2.69 -0.18 -0.23
C 2.47 1.33 -0.07
C 1.97 1.69 1.33
C 2.92 1.16 2.40
C 3.09 -0.35 2.26
C 3.62 -0.72 0.87
C 3.80 -2.23 0.73
C -1.07 -2.16 0.22
C -2.48 -2.75 0.12
C -2.83 1.41 -1.23
C -1.98 2.48 -1.03
H 0.45 5.35 0.02
H 0.33 4.11 -1.26
H -1.07 5.16 -0.90
H -1.43 2.12 2.28
H -2.98 0.19 1.90
H -3.33 -1.51 -2.85
H -2.64 -3.12 -2.59
H -1.29 -0.45 -1.95
H -0.79 -1.62 -3.18
H -0.31 -3.30 -1.45
H 0.81 -0.71 0.55
H 3.14 -0.38 -1.21
H 3.43 1.84 -0.24
H 1.76 1.67 -0.82
H 1.87 2.77 1.42
H 0.97 1.26 1.48
H 2.54 1.40 3.39
H 3.89 1.65 2.28
H 3.79 -0.71 3.02
H 2.14 -0.85 2.44
H 4.59 -0.23 0.73
H 4.55 -2.59 1.44
H 2.87 -2.75 0.92
H 4.13 -2.48 -0.27
H -1.17 -1.12 0.53
H -0.50 -2.71 0.97
H -3.03 -2.64 1.05
H -2.42 -3.82 -0.12
H -3.26 1.22 -2.20
H -1.73 3.12 -1.87
*
```

Results of the Löwdin charge analysis, in e, for atoms 1 through 8: -0.077, -0.088, -0.272, 0.004, -0.065, -0.279, 0.673, -0.279

In the order shown, the computed energy relative to the best compared isomer or geometry (same formula, charge and spin) values come out to 186.8, 0.0, 194.5, 32.6 kJ/mol.